(1)
Entry from the OMol25 dataset: a molecular structure, C26H33MoN4O8P2S (ωB97M-V/def2-TZVPD).

Each line ends with the Löwdin charge.
Geometry (Å):
Mo  -1.193635  0.910304  -0.143311  1.820
N  -3.879740  3.949240  -1.854501  0.112
C  -2.867678  3.361750  -1.195888  -0.792
S  -3.289080  2.187212  0.053884  0.799
N  -1.635272  3.685851  -1.425484  0.025
N  -0.836122  3.057425  -0.467468  -0.179
C  -0.103923  3.857155  0.222530  -0.031
C  0.598367  3.522862  1.439883  -0.137
C  1.419979  4.462669  2.071057  -0.008
C  1.959316  4.193974  3.312023  -0.058
C  1.665358  2.989976  3.951748  -0.041
C  0.849944  2.046889  3.353435  0.018
C  0.332190  2.319787  2.094902  -0.284
O  -0.441280  1.419158  1.473843  -0.238
H  -4.688417  3.374487  -2.037074  0.094
H  -3.608663  4.554578  -2.615545  0.120
H  -0.117089  4.896431  -0.097030  0.155
H  1.616686  5.407725  1.579655  0.127
H  2.593967  4.921979  3.797695  0.116
H  2.076282  2.791185  4.932683  0.120
H  0.604906  1.112740  3.840369  0.132
O  -4.936974  -0.280670  0.605523  -0.114
P  -3.829238  -1.069175  -0.196046  0.245
O  -3.942242  -2.515584  -0.080832  -0.204
O  -2.442400  -0.482854  0.290769  -0.482
O  -3.927164  -0.493764  -1.671870  -0.218
P  -3.076518  0.347862  -2.736022  0.249
O  -2.542140  -0.745460  -3.743145  -0.069
O  -3.876097  1.423592  -3.304375  -0.221
O  -1.757734  0.746416  -1.998551  -0.469
H  -5.602437  -0.882158  0.965525  0.109
H  -3.086576  -0.802977  -4.539706  0.107
C  4.181242  1.430831  1.463296  -0.018
C  3.075988  1.268509  0.465252  -0.220
C  2.957013  2.239415  -0.583138  0.034
C  1.943834  2.210201  -1.498445  -0.253
C  1.803525  3.204760  -2.609133  -0.017
C  1.012943  1.140337  -1.402929  -0.028
C  1.131391  0.156701  -0.398705  -0.308
C  2.167117  0.253204  0.566879  0.014
N  0.033439  -0.657146  -0.331541  -0.031
C  0.107705  -2.121351  -0.064871  -0.385
C  -0.765963  -2.827680  -1.112997  -0.073
C  -0.737858  -4.341953  -0.881864  -0.267
C  -1.211681  -4.649597  0.542453  -0.100
C  -0.278358  -3.978954  1.556177  -0.271
C  1.154762  -4.474128  1.345134  -0.111
C  1.602383  -4.150303  -0.083916  -0.275
C  0.686594  -4.854136  -1.083139  -0.113
C  1.546343  -2.628657  -0.286606  -0.080
C  -0.335193  -2.457152  1.365504  -0.069
H  4.108736  2.405169  1.949834  0.083
H  5.150226  1.390854  0.962277  0.098
H  4.153830  0.655473  2.225923  0.088
H  3.707337  3.020504  -0.641714  0.135
H  2.567199  3.978279  -2.551258  0.089
H  0.817646  3.675711  -2.591029  0.072
H  1.897962  2.708485  -3.576811  0.099
H  0.398347  0.906210  -2.261831  0.124
H  2.201226  -0.430269  1.402596  0.124
H  -0.382618  -2.584786  -2.109000  0.134
H  -1.792321  -2.491025  -1.056784  0.079
H  -1.414869  -4.809306  -1.599450  0.149
H  -1.212764  -5.730613  0.704514  0.127
H  -2.235588  -4.294372  0.674448  0.110
H  -0.607690  -4.212818  2.571108  0.145
H  1.202834  -5.552700  1.512457  0.125
H  1.830456  -4.006160  2.069073  0.121
H  2.635511  -4.472766  -0.232485  0.144
H  0.729037  -5.935577  -0.930316  0.126
H  1.020782  -4.657314  -2.106120  0.123
H  1.876559  -2.357864  -1.294964  0.138
H  2.247212  -2.184972  0.416834  0.102
H  0.335670  -1.956885  2.074600  0.123
H  -1.346523  -2.094769  1.542013  0.108

Cartesian forces, eV/Å:
0.2 -0.2 0.0
0.0 0.1 0.1
-0.1 0.0 -0.1
-0.1 0.0 0.0
0.1 0.0 0.0
0.1 0.0 0.0
0.0 -0.1 0.0
0.0 0.0 -0.1
0.0 0.0 0.0
0.0 0.0 0.0
0.0 0.0 0.0
0.0 0.0 0.0
0.0 0.1 0.1
-0.1 -0.2 -0.1
0.0 0.0 0.0
0.0 0.0 0.0
0.0 0.0 0.0
0.0 0.0 0.0
0.0 0.0 0.0
0.0 0.0 0.0
0.0 0.0 0.0
0.0 0.1 0.0
0.2 0.0 0.2
0.0 -0.1 -0.1
-0.2 0.1 0.2
-0.1 -0.2 0.0
0.0 0.2 0.0
-0.1 0.0 0.0
0.0 0.0 -0.2
0.1 0.0 -0.1
0.0 0.0 0.0
0.0 0.0 0.0
0.0 0.0 0.0
-0.1 0.0 -0.1
-0.1 -0.1 0.0
0.2 0.0 0.1
0.0 0.0 0.0
0.1 -0.1 -0.1
-0.2 0.2 -0.1
0.2 0.1 0.0
-0.2 0.2 0.2
0.2 0.0 -0.1
0.0 0.0 0.0
0.0 0.0 0.0
0.0 0.0 0.0
0.0 0.0 0.0
0.0 0.0 0.0
0.0 0.0 0.0
0.0 0.0 0.0
0.0 -0.1 0.1
0.0 0.0 0.0
0.0 0.0 0.0
0.0 0.0 0.0
0.0 0.0 0.0
0.0 0.0 0.0
0.0 0.0 0.0
0.0 0.0 0.0
0.0 0.0 0.0
-0.1 0.0 0.0
0.0 0.0 0.0
0.0 0.0 0.0
-0.1 0.1 0.0
0.0 0.0 0.0
0.0 0.0 0.0
0.0 0.0 0.0
0.0 0.0 0.0
0.0 0.0 0.0
0.0 0.0 0.0
0.0 0.0 0.0
0.0 0.0 0.0
0.0 0.0 0.0
0.0 0.0 0.0
0.0 0.0 0.0
0.0 0.0 0.0
0.0 0.0 0.0

Output
- relative energy (zero: lowest compared OMol25 entry of this formula, charge and spin) (kcal/mol) = 9.0
- orbital gap (eV) = 6.579
- charge = +1
- E_tot (Ha) = -2980.74100
- spin multiplicity = 1
- HOMO energy (eV) = -11.702

(2)
Entry from the OMol25 dataset: 12 unconnected molecules or ions with the total composition C35H61N12O13 in a non-equilibrium geometry (ωB97M-V/def2-TZVPD).

Each line ends with the Löwdin charge.
Geometry (Å):
C  -2.290446  -0.281686  0.907331  -0.015
C  -1.088446  -0.179686  1.741331  -0.476
C  -0.399446  -1.536686  1.718331  -0.069
C  0.579554  -1.790686  0.502331  -0.055
C  1.520554  -0.514686  0.290331  -0.072
C  0.755554  0.815314  0.105331  -0.453
N  -0.323446  0.884314  1.050331  0.098
O  -0.761446  2.091314  1.296331  0.185
C  0.242554  0.980314  -1.332669  0.009
C  1.711554  1.960314  0.393331  0.018
C  -1.432446  0.096314  3.166331  0.050
H  -2.080446  -0.571686  -0.109669  0.073
H  -2.823446  0.709314  0.717331  0.125
H  -3.065446  -0.975686  1.273331  0.106
H  -1.257446  -2.288686  1.693331  0.146
H  0.162554  -1.486686  2.424331  0.013
H  -0.055446  -1.807686  -0.404669  0.113
H  1.186554  -2.611686  0.541331  0.063
H  2.143554  -0.569686  -0.676669  0.139
H  2.187554  -0.318686  1.132331  0.097
H  1.060554  0.984314  -2.113669  0.115
H  -0.299446  2.062314  -1.405669  0.132
H  -0.462446  0.410314  -1.618669  -0.026
H  2.622554  1.876314  -0.412669  0.162
H  2.175554  1.956314  1.160331  -0.038
H  1.385554  2.955314  0.163331  0.090
H  -2.065446  0.753314  3.289331  0.011
H  -0.464446  0.455314  3.471331  0.101
H  -1.780446  -0.897686  3.487331  0.116
N  -4.295446  -4.276686  -3.697669  -0.008
C  -3.386446  -3.118686  -3.838669  -0.041
C  -3.239446  -2.527686  -2.451669  -0.078
C  -4.248446  -3.175686  -1.550669  -0.033
C  -4.750446  -4.381686  -2.394669  -0.079
H  -4.597446  -4.764686  -4.506669  0.123
H  -3.110446  -2.850686  -4.786669  0.045
H  -2.597446  -1.667686  -2.327669  0.025
H  -4.670446  -3.123686  -0.660669  -0.008
H  -5.463446  -5.083686  -2.163669  0.062
N  4.437554  1.973314  3.561331  -0.003
C  3.289554  1.980314  4.372331  -0.117
C  2.650554  0.634314  4.344331  -0.101
C  3.566554  -0.248686  3.576331  -0.098
C  4.649554  0.650314  3.122331  -0.124
H  5.159554  2.667314  3.527331  0.135
H  2.831554  2.862314  4.806331  0.088
H  1.668554  0.405314  4.824331  0.059
H  3.421554  -1.392686  3.619331  0.116
H  5.515554  0.397314  2.509331  0.083
N  -7.216446  -0.914686  2.205331  -0.063
C  -7.782446  0.333314  1.757331  -0.085
C  -7.059446  0.712314  0.497331  -0.073
C  -5.943446  -0.311686  0.349331  -0.080
C  -6.068446  -1.321686  1.517331  -0.094
H  -7.613446  -1.403686  3.081331  0.180
H  -8.709446  0.605314  2.123331  0.058
H  -7.127446  1.649314  -0.061669  0.063
H  -5.271446  -0.267686  -0.505669  0.050
H  -5.753446  -2.222686  1.986331  0.074
N  4.057554  -2.198686  -2.042669  -0.038
C  4.829554  -1.442686  -1.098669  -0.137
C  4.927554  -2.091686  0.263331  -0.089
C  4.087554  -3.329686  0.093331  -0.129
C  3.659554  -3.338686  -1.320669  -0.188
H  3.932554  -1.998686  -3.177669  0.175
H  5.296554  -0.455686  -1.593669  0.102
H  5.363554  -1.556686  1.136331  0.062
H  3.771554  -4.154686  0.950331  0.133
H  3.012554  -4.060686  -1.887669  0.102
N  5.618554  2.304314  -2.111669  -0.046
C  6.510554  1.669314  -2.906669  -0.096
C  7.538554  1.020314  -1.973669  -0.037
C  7.075554  1.399314  -0.603669  -0.116
C  5.818554  2.145314  -0.681669  -0.107
H  4.822554  2.882314  -2.533669  0.098
H  6.576554  1.571314  -3.885669  0.040
H  8.428554  0.575314  -2.055669  0.024
H  7.637554  1.007314  0.280331  0.090
H  5.184554  2.804314  -0.043669  0.093
C  2.829554  5.778314  -3.026669  0.113
N  2.381554  4.291314  -2.929669  -0.356
O  1.221554  4.113314  -2.579669  0.075
O  3.281554  3.485314  -2.778669  0.017
H  2.002554  6.301314  -3.597669  0.129
H  3.540554  5.701314  -3.639669  0.006
H  2.938554  6.248314  -2.070669  0.108
C  -4.444446  3.983314  -1.691669  0.055
N  -3.310446  4.051314  -0.725669  -0.451
O  -3.471446  4.458314  0.397331  0.095
O  -2.308446  3.532314  -1.106669  0.043
H  -4.989446  4.734314  -1.325669  0.043
H  -5.065446  3.100314  -1.625669  0.090
H  -4.149446  3.944314  -2.830669  0.146
C  -2.721446  -4.863686  4.841331  0.013
N  -3.188446  -3.682686  4.191331  -0.378
O  -3.999446  -2.924686  4.866331  0.008
O  -2.770446  -3.368686  3.084331  0.053
H  -1.681446  -4.969686  4.830331  0.082
H  -3.362446  -5.683686  4.584331  0.110
H  -2.873446  -4.805686  5.944331  0.117
C  -1.386446  -1.117686  7.466331  0.054
N  -0.530446  -1.854686  6.480331  -0.431
O  0.104554  -1.245686  5.716331  0.086
O  -0.615446  -3.098686  6.513331  0.032
H  -1.659446  -0.158686  7.116331  0.075
H  -0.770446  -0.796686  8.246331  0.077
H  -2.360446  -1.718686  7.718331  0.149
C  -1.961446  1.118314  -3.998669  0.010
N  -2.328446  1.005314  -5.400669  -0.489
O  -1.900446  1.811314  -6.088669  0.125
O  -2.694446  -0.139686  -5.721669  0.047
H  -2.704446  1.869314  -3.707669  0.086
H  -0.803446  1.418314  -3.978669  0.132
H  -2.034446  0.312314  -3.213669  0.083
C  2.711554  0.524314  -6.253669  0.021
N  2.392554  -0.277686  -5.128669  -0.388
O  3.219554  -0.921686  -4.475669  0.032
O  1.294554  -0.004686  -4.583669  0.033
H  3.064554  -0.165686  -7.065669  0.130
H  3.677554  0.946314  -6.053669  0.092
H  1.905554  1.343314  -6.489669  0.158

Cartesian forces, eV/Å:
-3.5 1.6 -2.3
0.0 -1.2 -1.3
-4.9 -1.3 -9.7
-2.2 4.8 -1.0
-0.1 -0.6 -1.0
1.7 -0.8 -0.8
-3.2 7.1 2.1
2.1 -6.0 -0.9
3.2 7.3 0.7
-2.1 0.5 -12.2
6.4 -5.7 -1.7
0.3 -0.6 -0.4
0.6 -1.0 0.8
0.6 0.2 0.3
1.6 0.8 0.6
6.2 -0.6 9.2
0.4 -0.5 0.2
1.2 -2.3 0.4
-0.7 -0.4 1.7
0.2 -0.6 0.0
-0.6 -0.1 1.3
1.5 -2.2 0.2
-4.8 -4.9 -1.7
-2.2 -0.3 1.6
5.3 -0.5 10.5
-0.9 0.3 0.0
-6.5 6.6 1.2
0.3 -0.3 1.7
0.4 0.6 0.6
2.4 3.9 2.2
-2.7 -2.2 7.0
-3.1 -2.4 -2.9
2.4 -4.4 -9.3
2.9 5.6 0.0
-0.3 -0.6 -0.3
1.1 0.7 -1.9
-0.2 0.0 0.4
-1.0 0.9 4.2
-1.4 -1.5 0.7
-1.9 -3.1 0.9
-1.5 -3.2 -1.1
2.8 2.5 -0.8
0.4 2.6 0.9
-2.1 -1.5 0.9
0.0 0.2 0.0
0.5 0.0 -0.2
1.3 0.1 -0.4
0.7 2.2 -0.7
-0.3 0.2 0.3
-0.8 2.0 0.4
4.4 -2.5 -3.9
1.2 -3.6 4.0
-2.6 -0.6 3.4
-2.9 4.4 -2.5
1.2 1.1 -2.2
-1.5 0.8 0.8
-0.3 -0.6 0.2
0.1 -0.5 0.5
1.4 -0.6 -0.8
1.1 -0.2 1.4
0.7 0.7 -0.1
-2.3 0.4 -4.7
-0.2 0.5 -1.2
-0.4 -0.3 1.1
0.5 -0.8 4.6
-0.9 -2.4 1.8
-0.4 -0.9 -0.9
1.0 2.4 -2.7
0.8 0.6 1.1
-1.4 0.6 0.5
3.9 -2.1 8.2
-7.6 5.0 1.6
-1.2 0.0 -1.7
2.5 -0.5 -2.9
2.0 -1.4 1.2
-0.4 0.2 -4.4
3.0 -1.8 -1.2
-0.9 0.8 -0.7
0.9 -1.1 -0.4
-7.5 -0.2 1.2
-0.8 2.1 3.7
0.9 -0.4 -1.3
-0.8 -0.3 -1.1
0.7 -0.6 0.9
6.4 0.1 -4.2
0.4 -0.4 0.5
1.5 -1.9 -2.8
-0.9 -1.7 -0.1
-0.7 0.7 0.0
2.4 -0.7 -0.8
-2.7 3.3 0.3
0.4 -0.6 0.9
-0.1 0.9 2.6
-1.1 -0.9 3.1
-2.1 4.5 1.1
2.4 -2.5 -2.3
-0.5 -0.7 1.1
1.5 -0.4 -1.2
0.2 -0.6 -0.8
-0.4 0.6 -0.8
-2.4 -1.5 -0.2
-2.9 -3.1 2.0
2.1 1.8 -2.1
0.2 1.5 0.0
-0.5 0.8 -1.4
1.0 -0.5 1.8
2.4 1.0 -0.3
1.7 1.6 2.9
0.9 -7.9 2.7
0.8 4.6 -3.9
-0.9 1.2 -0.5
0.9 0.5 0.8
-2.9 -0.1 -0.1
-0.5 0.0 -1.9
0.5 0.7 -3.0
-2.2 0.9 5.6
-0.2 0.3 -2.4
1.1 -0.8 -1.6
-1.2 0.6 0.2
0.3 0.7 0.6
1.6 -2.2 0.4

Output
- relative energy (zero: lowest compared OMol25 entry of this formula, charge and spin) (kcal/mol) = 6.2
- orbital gap (eV) = 3.887
- charge = +1
- E_tot (Ha) = -3003.86979
- spin multiplicity = 1
- HOMO energy (eV) = -9.164

(3)
Entry from the OMol25 dataset: 2 unconnected molecules or ions with the total composition C6H16 (ωB97M-V/def2-TZVPD).

Each line ends with the natural charge from an NBO analysis.
Geometry (Å):
C  -1.288787  -0.690499  2.023097  -0.611
C  -0.592165  0.244865  1.024227  -0.219
C  -1.405700  1.492790  0.669831  -0.601
C  0.788533  0.669603  1.540957  -0.601
H  -1.156063  -1.729611  1.723269  0.211
H  -2.362875  -0.510633  2.004504  0.205
H  -0.912969  -0.566490  3.035175  0.204
H  -0.392097  -0.295401  0.097805  0.191
H  -1.453516  2.156387  1.534406  0.200
H  -0.940671  1.999718  -0.176591  0.207
H  -2.439871  1.222811  0.447718  0.204
H  1.241246  1.381849  0.848658  0.206
H  0.696352  1.087318  2.544850  0.198
H  1.441128  -0.201637  1.677367  0.205
C  1.119183  -1.476614  -2.040705  -0.609
C  1.069586  -0.107381  -2.736836  -0.606
H  1.512802  -1.304448  -1.038177  0.202
H  0.150508  -1.964558  -1.969658  0.204
H  1.815808  -2.149443  -2.541097  0.203
H  0.207677  0.455662  -2.362679  0.199
H  1.964154  0.459040  -2.492879  0.203
H  0.937735  -0.173329  -3.813244  0.203

Cartesian forces, eV/Å:
-0.2 0.0 -0.6
0.6 0.2 0.1
-0.1 -0.5 0.4
-0.2 -0.5 0.2
0.1 -0.1 0.2
-0.1 0.0 0.2
0.0 0.1 0.1
-0.3 -0.1 -0.1
0.1 0.2 0.0
-0.2 0.2 0.1
0.0 0.1 -0.3
0.2 0.0 0.2
0.0 0.4 -0.1
0.0 0.1 -0.3
0.5 0.5 -0.1
-0.6 -0.3 0.4
-0.2 -0.3 0.1
-0.1 0.0 0.0
0.0 -0.1 0.0
0.2 0.1 0.0
0.1 0.1 -0.2
0.2 -0.1 -0.1

Output
- relative energy (zero: lowest compared OMol25 entry of this formula, charge and spin) (kcal/mol) = 4.7
- SMILES = CC(C)C.CC
- orbital gap (eV) = 12.181
- E_tot (Ha) = -238.18906
- spin multiplicity = 1
- HOMO energy (eV) = -11.142